[1]
2 unconnected molecules or ions with the total composition C2H2Br3ClS at a distorted geometry, computed with ωB97M-V with the def2-TZVPD basis set.

```
9
Properties=species:S:1:pos:R:3:lowdin_charge:R:1
Br -3.80003 -2.01984 -0.04635 0.131
Br 0.06309 1.09607 2.20675 0.633
Br 0.38876 -0.59041 -2.06903 0.732
Cl -1.36993 -3.76847 1.51657 0.047
S -1.74226 -1.97874 0.62775 -0.070
C 0.69235 -0.29450 -0.26570 -0.807
C -0.13871 0.52590 0.35826 -0.789
H -0.96466 0.90510 -0.33288 0.071
H 1.53503 -0.63323 0.29029 0.052
```

As for the HOMO energy (spin up / spin down): -6.730 / -9.615 eV. Its total charge is 0. As for the multiplicity: 3. As for the LUMO energy (spin up / spin down): -0.564 / -2.944 eV. The energy relative to the best compared isomer or geometry (same formula, charge and spin) comes out at 0.370 eV. The calculation puts the orbital gap (spin up / spin down) at 6.2 / 6.7 eV.

[2]
A molecular structure, C2BiF6NO4S2 at a distorted geometry, computed with ωB97M-V with the def2-TZVPD basis set.

```
16
Properties=species:S:1:pos:R:3:lowdin_charge:R:1
Bi -2.16341 5.13593 -4.01817 1.700
S -2.86898 2.41760 -2.24393 0.596
S -2.65334 4.77033 -0.67874 0.866
F -4.81180 4.92073 0.87622 0.155
F -1.22539 0.85626 -0.92734 0.173
F -0.30858 2.64222 -1.72265 0.141
F -0.80356 1.00794 -3.03843 0.163
F -5.12573 5.54202 -1.16896 0.125
F -4.02198 6.80643 0.19075 0.137
O -1.55459 6.86313 -3.92454 -0.786
O -3.74496 1.28675 -2.49945 -0.251
O -1.84220 4.79501 0.57730 -0.434
O -2.59302 3.27935 -3.44007 -0.727
N -3.29843 3.21157 -0.96579 -0.372
C -1.17863 1.67391 -1.96190 -0.705
C -4.27468 5.55033 -0.15445 -0.781
```

As for the HOMO energy: -10.298 eV. Its total charge is 0. As for the LUMO energy: -2.496 eV. The calculation puts the orbital gap at 7.8 eV.

[3]
9 unconnected molecules or ions with the total composition C49H92F5N4O21 at a distorted geometry, computed with ωB97M-V with the def2-TZVPD basis set.

```
171
Properties=species:S:1:pos:R:3:lowdin_charge:R:1
F 2.58363 4.24819 5.68481 0.032
F 2.37671 6.49828 5.73684 0.051
F -0.19375 5.95790 3.96846 0.089
F 0.03876 4.47337 10.88921 -0.101
F -0.00403 5.84242 6.19428 0.123
O 4.56458 -1.64143 1.90915 -0.131
O -7.76466 7.85061 1.58987 0.006
O -0.69679 -5.16933 -4.05645 0.090
O -7.65464 0.91981 2.07146 0.095
O 2.82057 3.29547 -6.21400 0.093
O 2.45098 -2.33899 4.77398 -0.121
O -5.84490 2.17032 2.31431 -0.015
O 0.03580 -0.13094 -5.09187 0.080
O 0.26396 -1.82226 4.19295 -0.098
O 3.63213 -5.07390 1.01539 0.086
O 5.43630 -9.49533 -1.07738 0.074
O 5.55026 -6.10874 1.39960 -0.003
O 4.52723 2.46526 -5.07636 -0.007
O 5.13818 -11.29628 0.17326 0.007
O -3.03710 -0.44081 -1.06646 -0.121
O 1.94811 -1.18501 -4.74167 0.004
O -0.88706 4.25421 -3.12732 -0.004
O -4.21701 1.58054 -1.26868 0.032
O -6.58040 6.13962 0.83834 0.075
O 0.58096 3.41223 -1.69901 0.052
O -1.88807 -3.47451 -3.27778 -0.006
N 0.17647 2.89517 3.90083 0.003
N 0.11014 3.77711 4.95655 0.070
N -0.38262 0.45315 3.56820 -0.010
N -0.53579 1.69401 5.67424 0.177
C -7.58036 6.81551 0.75383 -0.511
C 0.40648 5.20845 5.02082 -0.306
C 6.62165 3.23799 -4.11032 -0.064
C 6.47608 -7.18358 1.16964 -0.216
C -8.80111 8.83382 1.44086 -0.226
C 4.45747 -5.88027 0.65060 -0.510
C -2.79352 -4.84796 -5.09953 0.009
C -0.11981 0.40972 2.10415 -0.132
C -0.24761 1.57797 4.26071 -0.173
C -8.67512 6.45633 -0.21214 0.015
C 3.56360 -13.14056 0.37180 -0.064
C -2.92933 -2.49306 -3.41175 -0.229
C -0.80594 -0.83919 4.21306 -0.117
C 4.36897 -12.08273 1.09679 -0.227
C -7.10215 1.97621 1.87413 -0.530
C -4.11091 0.44776 -0.72512 -0.219
C 4.94473 4.11986 -6.84210 0.014
C -0.33014 3.02592 6.08572 -0.111
C 4.67363 -10.20727 -0.46015 -0.515
C -10.08381 8.37754 2.10412 -0.064
C -1.83705 0.32871 -0.66482 -0.169
C 0.01230 4.96792 9.53136 -0.154
C 0.65403 3.37946 2.58058 0.012
C 0.96148 2.88466 -3.97237 0.011
C -7.83064 3.12029 1.22736 0.009
C -0.64812 3.29870 7.59347 -0.105
C 2.02780 5.35902 4.98942 -0.158
C 5.92472 2.17200 -4.92962 -0.234
C 4.37477 -2.50237 3.09135 -0.174
C 0.69417 -1.62077 -6.80500 0.017
C -5.27439 4.46941 2.87540 -0.075
C 2.80604 -2.64828 3.40140 -0.158
C 3.19193 -9.95039 -0.47005 0.029
C 1.46964 -1.27480 4.75777 -0.224
C -2.06667 3.56718 -5.13955 -0.058
C 0.22783 3.55770 -2.84996 -0.525
C 2.85862 -2.26665 -4.98943 -0.222
C -0.60500 -0.60206 -0.27868 -0.117
C 0.84702 -0.94297 -5.47208 -0.517
C 7.53746 -6.78314 0.16754 -0.058
C 3.90900 -1.87093 -6.00630 -0.059
C 4.33260 -6.56496 -0.68212 0.012
C -4.20858 -2.96503 -2.75381 -0.062
C 0.55726 3.87163 8.48226 -0.134
C -1.69914 -4.49778 -4.12943 -0.533
C -0.57291 -0.88687 1.31614 -0.157
C -1.27446 4.65764 -4.44918 -0.226
C 4.01596 3.24535 -6.04618 -0.513
C -5.02537 3.29438 1.95418 -0.231
H -9.25252 7.31087 -0.55848 0.074
H 2.01950 2.83635 -3.71455 0.086
H -1.48766 4.08574 7.63127 0.125
H 6.13571 3.35024 -3.13824 0.085
H 2.32208 -3.17567 -5.27044 0.117
H 6.39714 2.01285 -5.90173 0.115
H 0.39558 -0.26211 -0.68830 0.128
H -4.02891 -3.21290 -1.70490 0.084
H 2.83471 -12.69434 -0.30798 0.068
H 1.00826 0.54295 1.92250 0.141
H 5.93600 3.69375 -6.98294 0.072
H 0.92834 3.00208 9.13575 0.134
H -2.40949 3.90397 -6.11993 0.083
H -9.33860 5.72451 0.25319 0.093
H 6.94973 -7.38733 2.13300 0.124
H 7.10296 -6.55949 -0.80887 0.072
H 2.44658 5.46779 3.94372 0.172
H -4.59609 -3.86793 -3.23077 0.069
H -2.93589 3.28855 -4.53859 0.082
H -1.47054 2.66177 -5.27361 0.068
H -3.37547 -3.99100 -5.43268 0.071
H -1.90831 5.53885 -4.32431 0.121
H -8.38004 3.67344 1.99204 0.103
H -1.06018 -0.71719 5.31977 0.145
H -0.19258 3.37069 1.80576 0.121
H -2.19776 0.99933 0.19879 0.112
H 0.03685 -1.82350 1.50864 0.121
H -1.11421 2.36099 8.05996 0.142
H -10.47487 7.46972 1.63984 0.069
H 4.21899 -13.76968 -0.23485 0.087
H 3.02815 -8.87504 -0.52556 0.067
H 4.52317 4.25219 -7.83900 0.094
H 0.90286 3.41680 -4.91730 0.057
H -4.97575 -2.18986 -2.80625 0.083
H 8.05401 -5.87913 0.49972 0.082
H -10.84705 9.15519 2.03935 0.085
H 2.68168 -10.29139 0.42840 0.078
H -1.05680 5.29197 9.33513 0.118
H -1.76621 -1.25439 3.74550 0.157
H 1.40728 2.60249 2.19301 0.113
H -9.90690 8.14429 3.15667 0.085
H 3.27269 -6.70948 -0.89612 0.089
H 3.03010 -13.77220 1.08452 0.084
H -0.82592 -1.63063 -0.74611 0.132
H -8.22036 6.01350 -1.09904 0.098
H 4.79346 -3.52335 2.78279 0.109
H 3.34466 -2.47903 -4.03448 0.125
H 1.14126 -2.61189 -6.84704 0.074
H 2.75188 -10.42474 -1.34924 0.106
H -4.88560 0.20854 0.07993 0.166
H 5.02545 5.09381 -6.35558 0.100
H -0.70160 1.28589 1.63817 0.118
H -0.40850 4.98100 -5.03129 0.117
H 5.09140 -12.56980 1.75553 0.125
H -5.15410 3.55274 0.90086 0.113
H 6.57868 4.21282 -4.60047 0.069
H -3.07264 -2.21187 -4.45781 0.118
H 3.75058 -11.44679 1.73456 0.114
H -7.18242 3.79763 0.67549 0.056
H -8.53740 2.71257 0.50332 0.096
H 4.43862 -0.97316 -5.67792 0.072
H 0.65776 5.90330 9.48159 0.125
H -1.66103 -1.15863 1.57786 0.126
H -6.30205 4.82461 2.80234 0.058
H 5.98069 1.21797 -4.40005 0.120
H 1.12514 -0.98591 -7.58159 0.100
H 2.49967 -3.73394 3.22129 0.136
H -0.36979 -1.75541 -7.00299 0.090
H 4.96560 -2.00578 3.92652 0.128
H -8.94215 9.10005 0.39085 0.115
H -4.60535 5.29639 2.63227 0.083
H 1.36725 4.31306 7.82579 0.095
H 3.46218 -1.63843 -6.97524 0.070
H 4.63286 -2.67655 -6.14375 0.084
H 4.79078 -7.55497 -0.71501 0.034
H -1.55915 1.06067 -1.50380 0.141
H 4.76962 -5.92860 -1.45414 0.103
H -5.11246 4.17856 3.91739 0.080
H -2.33772 -5.27562 -5.99318 0.092
H 7.66967 2.97653 -3.95203 0.084
H 1.19895 4.36563 2.57134 0.094
H 0.57632 1.86952 -4.09382 0.076
H -3.45268 -5.58952 -4.64432 0.098
H 5.37752 -1.11349 2.06400 0.082
H 1.94715 -0.44548 4.11754 0.140
H 5.95363 -8.09788 0.88367 0.097
H -2.57225 -1.59943 -2.89990 0.097
H 2.27872 -1.98278 2.62697 0.120
H -3.98870 2.96410 2.06507 0.108
H 8.27021 -7.58263 0.04479 0.086
H 1.31755 -0.83118 5.80734 0.154
H -8.43878 9.73477 1.94090 0.125
```

As for the HOMO energy: -11.197 eV. Its total charge is +1. As for the LUMO energy: -2.804 eV. The calculation puts the orbital gap at 8.4 eV.

[4]
C18H17N3OS in the gas phase at a distorted geometry, computed with ωB97M-V with the def2-TZVPD basis set.

```
40
Properties=species:S:1:pos:R:3:lowdin_charge:R:1
S 0.43194 0.88496 0.14310 1.034
O -1.90439 -2.09641 0.90559 0.108
N -1.57934 1.76297 -1.51658 0.010
N -1.88326 -0.18586 -0.31993 0.126
N -0.98799 2.89518 -1.85360 0.058
C -1.82793 -1.60268 3.91696 -0.047
C 0.46072 -2.28608 3.76974 -0.045
C -1.36988 -1.06610 0.58218 -0.489
C 2.90641 0.73575 -3.52568 -0.080
C 0.84602 -0.30593 -4.16557 -0.074
C -0.53789 -1.37017 3.46288 -0.247
C 0.81947 1.86302 -3.11493 -0.207
C 0.17425 -3.41451 4.51522 -0.082
C -2.11584 -2.73135 4.66334 -0.076
C -1.14082 0.91021 -0.70110 -0.597
C 2.22796 -0.33557 -4.08276 -0.085
C -1.11646 -3.64038 4.96226 -0.091
C 0.54851 4.38833 -2.85056 -0.028
C 2.21060 1.83087 -3.04965 -0.044
C 0.06476 3.00392 -2.56101 -0.317
C -0.21858 -0.16321 2.62609 -0.162
C -0.05528 -0.55451 1.14762 -0.463
C 0.14551 0.78320 -3.68253 -0.041
H 0.74772 4.50511 -3.91416 0.087
H 0.31127 -1.13482 -4.60583 0.104
H -2.61327 -0.89841 3.68303 0.116
H 2.74728 2.65321 -2.60174 0.110
H 3.98453 0.71742 -3.46086 0.103
H 1.47056 -2.11133 3.42452 0.114
H -2.77728 -0.35375 -0.76010 0.168
H -0.19778 5.10969 -2.53191 0.080
H 0.95911 -4.11991 4.74637 0.101
H -3.12464 -2.90328 5.00828 0.103
H -0.93230 0.81093 -3.75755 0.114
H 1.47349 4.58049 -2.30931 0.077
H 2.77459 -1.19043 -4.45250 0.102
H 0.71681 0.29217 2.96022 0.117
H -1.34194 -4.52362 5.54135 0.100
H 0.71579 -1.32166 1.04901 0.121
H -1.01243 0.58255 2.71012 0.124
```

As for the HOMO energy: -8.473 eV. Its total charge is 0. As for the LUMO energy: 0.504 eV. The energy relative to the best compared isomer or geometry (same formula, charge and spin) comes out at 1.273 eV. As for the structure (SMILES): C/C(=N/N=C1/NC(=O)[C@H](Cc2ccccc2)S1)c1ccccc1. The calculation puts the orbital gap at 9.0 eV.